12
Properties=species:S:1:pos:R:3 method="wB97M-V/def2-TZVPD" e_above_lowest_kcal_mol=15.5 multiplicity=1 homo_lumo_gap_ev=8.879 lumo_energy_ha=0.0414 homo_ev=-7.75 smiles=Nc1cc[nH]c1
N 1.91852 0.32811 -0.73846
C 0.60157 0.14993 -0.26875
C -0.53218 0.98202 -0.48447
C -1.61434 0.31946 0.04850
N -1.18203 -0.84009 0.62040
C 0.18301 -0.94420 0.44627
H 2.47062 -0.50439 -0.56674
H 2.39146 1.14075 -0.36632
H -0.53364 1.97539 -0.91221
H -2.66247 0.58271 0.06176
H -1.78189 -1.59059 0.92255
H 0.80580 -1.45369 1.16022